The following is a quantum chemistry calculation of C17H19NO4 in the gas phase, from the OMol25 dataset.

Calculated values
HOMO energy   -0.29693 hartree
SMILES string   CCOc1ccc(NC(=O)c2c(OC)cccc2OC)cc1
Gap between HOMO and LUMO   0.3256 Ha
Spin multiplicity   1
Energy above the lowest of the compared OMol25 structures with the same formula, charge and spin   67.9 kcal per mole

Last column: Löwdin charge in e.
CARTESIAN COORDINATES (ANGSTROEM)
1 C 5.161084 0.670806 -0.923388  -0.06
2 C 5.040847 0.376662 0.569098  -0.25
3 O 3.811262 0.812643 1.113292  -0.05
4 C 2.674096 0.107579 0.871572  -0.27
5 C 1.496802 0.679913 1.357399  0.02
6 C 0.279485 0.056291 1.196200  0.00
7 C 0.202386 -1.160358 0.523536  -0.24
8 C 1.375581 -1.744142 0.061946  -0.02
9 C 2.599686 -1.123561 0.228299  -0.02
10 H 3.481692 -1.616017 -0.149176  0.11
11 H 1.333882 -2.699912 -0.441767  0.12
12 N -1.008075 -1.845208 0.324732  0.15
13 C -2.233795 -1.372954 -0.037798  -0.48
14 O -3.141360 -2.152228 -0.264910  0.06
15 C -2.350184 0.112224 -0.178462  -0.03
16 C -3.088230 0.912154 0.705056  -0.22
17 C -3.122495 2.297917 0.518158  -0.01
18 C -2.426190 2.892108 -0.508780  -0.07
19 C -1.706858 2.113320 -1.394527  -0.01
20 C -1.678851 0.732466 -1.247427  -0.23
21 O -0.929027 0.069946 -2.180651  -0.07
22 C -1.396940 -1.142094 -2.738375  -0.06
23 H -0.898924 -2.005030 -2.287905  0.09
24 H -1.142188 -1.108833 -3.799619  0.10
25 H -2.476933 -1.252126 -2.634088  0.10
26 H -1.162462 2.547784 -2.216735  0.12
27 H -2.452694 3.963938 -0.629596  0.11
28 H -3.700735 2.878132 1.218790  0.12
29 O -3.765586 0.518743 1.812946  -0.06
30 C -3.822748 -0.821620 2.239840  -0.06
31 H -4.356477 -1.456288 1.529212  0.09
32 H -2.823572 -1.232858 2.414386  0.10
33 H -4.366756 -0.793882 3.183915  0.10
34 H -0.932295 -2.854794 0.265472  0.16
35 H -0.606639 0.518262 1.598897  0.12
36 H 1.563626 1.624220 1.873207  0.12
37 H 5.198840 -0.689985 0.772027  0.11
38 H 5.795310 0.944559 1.120798  0.12
39 H 4.393316 0.145808 -1.486403  0.07
40 H 5.043453 1.737174 -1.098072  0.08
41 H 6.138674 0.359240 -1.281079  0.08

Forces on atoms 1 to 3 (eV/Å):
-0.2 0.0 0.4
0.3 -0.1 -0.3
-0.2 0.1 0.1